The following is a quantum chemistry calculation of 2 unconnected molecules or ions with the total composition C6H12N2O8 at a distorted geometry, from the OMol25 dataset.

Calculated values
- 2S+1 = 1
- energy relative to the best compared isomer or geometry (same formula, charge and spin) (kJ/mol) = 125.1
- Kohn-Sham gap (spin up / spin down) (eV) = 6.64 / 7.37

Last column: natural (NBO) charge in e.
Element x y z (Å)
N (1.969, -3.176, -3.325)  0.673
O (1.432, -4.305, -3.292)  -0.340
O (1.158, -2.189, -2.953)  -0.224
O (3.125, -2.955, -3.696)  -0.355
C (-1.981, 0.318, -0.017)  -0.674
C (-0.769, 0.251, 0.903)  0.250
C (-0.756, -1.145, 1.563)  -0.638
C (0.588, 0.465, 0.062)  0.252
C (0.565, 1.800, -0.693)  -0.660
C (1.832, 0.361, 0.949)  -0.659
O (0.466, -0.691, -0.833)  -0.233
O (1.583, -0.900, -1.661)  0.099
O (-0.872, 1.211, 1.980)  -0.447
N (-2.224, 2.111, 1.857)  0.717
O (-3.057, 1.762, 2.638)  -0.262
O (-2.056, 3.079, 1.162)  -0.290
H (-1.865, -0.423, -0.822)  0.251
H (-2.904, 0.065, 0.531)  0.229
H (-2.103, 1.313, -0.470)  0.226
H (-0.594, -1.918, 0.795)  0.235
H (0.027, -1.215, 2.333)  0.220
H (-1.723, -1.331, 2.053)  0.225
H (0.460, 2.653, 0.001)  0.246
H (1.515, 1.968, -1.221)  0.229
H (-0.278, 1.850, -1.394)  0.227
H (1.855, 1.142, 1.728)  0.244
H (1.861, -0.608, 1.461)  0.228
H (2.746, 0.504, 0.363)  0.230

=====

The following is a quantum chemistry calculation of a single C3H4O3S molecule at a distorted geometry, from the OMol25 dataset.

Calculated values
- 2S+1 = 1
- energy relative to the best compared isomer or geometry (same formula, charge and spin) (kJ/mol) = 93.5
- Kohn-Sham gap (eV) = 8.98

Last column: natural (NBO) charge in e.
Element x y z (Å)
C (0.455, -1.407, 0.066)  0.248
C (-0.105, -0.024, 0.529)  -0.657
C (-0.197, 1.062, -0.539)  0.812
H (0.623, -0.690, -1.662)  0.505
H (-1.108, -0.199, 0.989)  0.270
H (0.489, 0.250, 1.400)  0.276
H (-0.957, 2.049, 0.980)  0.499
O (0.738, -1.548, -1.216)  -0.637
O (-0.683, 2.162, 0.040)  -0.663
O (0.118, 1.025, -1.677)  -0.563
S (0.626, -2.679, 1.089)  -0.091

=====

The following is a quantum chemistry calculation of a single C18H14ClNO4S molecule, from the OMol25 dataset.

Calculated values
- 2S+1 = 1
- energy relative to the best compared isomer or geometry (same formula, charge and spin) (kJ/mol) = 80.7
- Kohn-Sham gap (eV) = 8.68

Last column: natural (NBO) charge in e.
Element x y z (Å)
O (0.626, -0.267, 1.358)  -0.613
C (1.752, 0.140, 1.156)  0.786
C (2.803, 0.141, 2.160)  -0.354
C (2.702, -0.276, 3.464)  -0.176
C (3.911, -0.144, 4.164)  -0.267
C (4.908, 0.368, 3.387)  -0.386
S (4.397, 0.701, 1.788)  0.501
H (5.922, 0.570, 3.669)  0.240
H (4.039, -0.415, 5.196)  0.230
H (1.787, -0.659, 3.879)  0.242
O (2.197, 0.644, 0.000)  -0.497
C (1.378, 0.640, -1.175)  0.000
C (0.771, -0.716, -1.461)  -0.070
C (-0.468, -0.829, -2.081)  -0.190
C (-1.011, -2.073, -2.343)  -0.223
C (-0.312, -3.213, -1.984)  -0.038
C (0.933, -3.119, -1.384)  -0.242
C (1.470, -1.871, -1.132)  -0.133
H (2.445, -1.799, -0.672)  0.209
H (1.476, -4.012, -1.118)  0.228
Cl (-0.993, -4.769, -2.298)  0.008
H (-1.975, -2.156, -2.820)  0.228
H (-1.014, 0.055, -2.372)  0.234
H (2.088, 0.901, -1.971)  0.236
C (0.311, 1.761, -1.166)  0.655
O (0.329, 2.644, -1.995)  -0.612
N (-0.603, 1.644, -0.192)  -0.622
H (-0.561, 0.844, 0.433)  0.438
C (-1.779, 2.491, -0.136)  -0.273
C (-3.011, 1.680, -0.369)  0.261
C (-4.010, 1.282, 0.471)  -0.299
C (-4.884, 0.481, -0.303)  -0.314
C (-4.347, 0.445, -1.551)  0.089
O (-3.216, 1.166, -1.601)  -0.405
H (-4.663, -0.035, -2.455)  0.203
H (-5.782, 0.001, 0.029)  0.230
H (-4.113, 1.533, 1.507)  0.227
H (-1.844, 2.977, 0.841)  0.215
H (-1.658, 3.245, -0.920)  0.252

=====

The following is a quantum chemistry calculation of a molecular structure, C20H36N3O at a distorted geometry, from the OMol25 dataset.

Calculated values
- 2S+1 = 1
- net charge = +1
- energy relative to the best compared isomer or geometry (same formula, charge and spin) (kJ/mol) = 2049.1
- Kohn-Sham gap (eV) = 9.24

Last column: natural (NBO) charge in e.
Element x y z (Å)
O (-0.077, -0.150, -0.683)  -0.727
C (0.964, 0.640, -0.891)  0.662
N (2.125, 0.388, -1.451)  -0.556
H (2.794, 0.916, -1.474)  0.372
C (2.298, -1.236, -2.001)  -0.167
H (1.798, -1.837, -1.061)  0.234
C (3.699, -1.354, -1.803)  -0.416
C (4.464, -0.795, -0.821)  0.021
C (5.028, 0.391, -0.676)  -0.177
C (5.816, 0.797, 0.646)  -0.402
C (5.956, -0.095, 1.664)  -0.415
C (4.651, -1.047, 1.668)  -0.366
C (4.472, -1.988, 0.317)  -0.373
H (5.213, -2.498, 0.268)  0.187
H (3.464, -2.314, 0.338)  0.204
H (3.846, -0.539, 2.191)  0.205
H (4.921, -2.067, 2.592)  0.177
H (6.795, -0.975, 1.368)  0.167
H (6.406, 0.218, 2.552)  0.240
H (5.138, 1.672, 1.242)  0.176
H (6.679, 1.302, 0.288)  0.230
H (4.985, 1.147, -1.265)  0.182
H (4.141, -0.508, -2.748)  0.147
H (3.938, -2.223, -2.018)  0.212
H (1.785, -1.087, -3.052)  0.272
C (0.822, 2.133, -0.431)  -0.277
N (-0.474, 2.387, 0.171)  -0.485
C (-1.527, 3.195, -0.685)  -0.137
H (-1.242, 3.484, -1.430)  0.158
H (-2.075, 3.752, -0.010)  0.205
C (-2.529, 2.015, -1.123)  -0.231
N (-2.482, 0.774, -0.223)  -0.437
C (-2.299, 1.382, 1.287)  -0.244
H (-2.474, 0.413, 1.972)  0.239
H (-3.143, 2.020, 1.433)  0.202
C (-0.888, 2.169, 1.450)  -0.234
H (-0.184, 1.209, 1.545)  0.220
H (-0.965, 2.749, 2.468)  0.229
C (-3.510, -0.208, -0.280)  -0.137
C (-3.139, -1.454, 0.385)  -0.422
H (-2.865, -1.593, 1.537)  0.219
H (-2.180, -1.766, 0.128)  0.224
C (-4.131, -2.717, -0.032)  -0.384
C (-5.466, -2.453, 0.493)  -0.369
C (-5.971, -0.902, -0.160)  -0.295
H (-6.686, -0.764, 0.307)  0.164
C (-4.774, 0.019, 0.313)  -0.353
H (-4.673, 0.068, 1.395)  0.221
H (-5.169, 1.175, -0.238)  0.164
H (-6.095, -0.962, -1.124)  0.190
H (-6.107, -3.033, 0.134)  0.200
H (-5.368, -2.224, 1.505)  0.199
H (-3.519, -3.561, 0.268)  0.219
H (-4.008, -2.880, -1.047)  0.202
H (-3.468, -0.443, -1.265)  0.221
H (-1.448, 0.431, -0.103)  0.532
H (-2.303, 1.444, -2.124)  0.223
H (-3.641, 2.295, -1.057)  0.226
H (0.992, 2.849, -1.255)  0.239
H (1.690, 2.239, 0.603)  0.219